Record 1
17
Properties=species:S:1:pos:R:3 method="wB97M-V/def2-TZVPD" smiles=CCS.NCO relative_energy_kcal_mol=31.49 charge=0 multiplicity=1 lumo_energy_ev=0.82
S -1.161 1.154 0.894
O 0.053 -2.029 -0.521
N -1.533 -0.654 -1.667
C -0.558 -1.715 -1.746
C 1.732 1.568 0.983
C 0.578 0.894 1.702
H 1.737 1.424 -0.076
H 0.737 -0.151 1.686
H 2.716 1.283 1.426
H -1.151 0.199 -1.573
H -0.631 -1.791 0.226
H 0.337 1.242 2.693
H -1.006 -2.604 -2.150
H -2.100 -0.679 -2.469
H -1.787 0.564 1.950
H 0.227 -1.358 -2.473
H 1.810 2.652 1.115

Record 2
44
Properties=species:S:1:pos:R:3 method="wB97M-V/def2-TZVPD" charge=+2 multiplicity=2 lumo_energy_ev="-8.59 / -11.38" s2=0.754
Ag -6.556 -3.052 2.057
S 1.256 3.281 -1.691
S 2.637 -3.332 -2.113
O 1.224 -3.555 -1.939
O 3.335 -4.567 -2.098
O 1.271 4.682 2.642
O -2.319 3.231 1.469
O 1.651 3.183 1.194
O -0.731 -0.023 -0.635
O -0.677 3.370 -0.089
O 2.812 -2.521 -3.506
O -0.292 2.170 1.739
N 1.531 3.565 2.581
C -1.889 -0.410 -0.017
C 0.220 2.326 -0.513
C 3.243 -2.183 -0.820
C -1.756 -1.040 1.263
C -4.154 -1.393 1.453
C 2.059 -1.229 -0.479
C -4.288 -0.762 0.203
C -2.843 -1.518 1.985
C -3.202 -0.293 -0.539
C -1.250 2.954 1.128
C 1.689 0.752 1.138
C 0.843 2.019 0.891
C -0.771 1.290 -1.192
C 2.509 0.237 -0.091
H -2.653 -2.016 2.945
H -5.015 -1.783 2.038
H -5.290 -0.637 -0.223
H 4.169 -1.669 -1.120
H 2.424 1.028 1.918
H 2.174 -1.793 -3.536
H 1.064 -0.027 1.611
H 3.432 -2.839 0.051
H 1.425 -1.656 0.313
H 2.526 0.922 -0.960
H -3.325 0.182 -1.521
H 1.396 -1.121 -1.362
H 3.562 0.138 0.241
H -0.452 1.188 -2.252
H 1.537 2.328 -2.637
H -0.761 -1.188 1.698
H -1.765 1.760 -1.222

Record 3
61
Properties=species:S:1:pos:R:3 method="wB97M-V/def2-TZVPD" relative_energy_kcal_mol=0.00 charge=0 multiplicity=2 lumo_energy_ev="-0.46 / -1.03" s2=0.755
Cu -1.318 0.240 0.718
Cl -4.055 -0.433 -0.721
S -1.320 -1.442 2.331
P 0.826 -0.469 -0.090
O -2.582 -0.670 -0.798
O -4.314 0.837 -1.353
O -4.427 -0.388 0.665
O -4.700 -1.505 -1.413
N -2.521 0.786 3.403
N -2.325 -1.022 4.742
N -1.755 1.978 -0.316
N 1.372 0.733 2.788
N -2.280 1.259 2.160
C 2.396 -0.289 0.815
C -0.364 -2.740 -1.188
C 1.557 1.578 -1.762
C 2.479 0.287 2.095
C 0.614 -2.263 -0.313
C 0.112 -4.994 -0.501
C -3.058 4.112 -1.488
C -1.700 2.164 -1.633
C -2.120 -0.459 3.530
C 4.892 0.056 2.006
C -2.720 2.405 1.823
C 4.810 -0.535 0.747
C 1.919 0.051 -4.045
C 2.171 1.414 -4.078
C 1.301 0.207 -1.721
C 1.995 2.179 -2.931
C 3.569 -0.692 0.169
C 1.077 -4.525 0.377
C 3.751 0.458 2.666
C -2.517 2.802 0.426
C -3.160 3.896 -0.125
C -0.608 -4.100 -1.284
C 1.492 -0.555 -2.868
C -2.331 3.223 -2.260
C 1.329 -3.163 0.472
H 3.822 0.910 3.648
H -1.378 -4.459 -1.954
H 5.701 -0.857 0.226
H 2.193 3.243 -2.949
H 1.305 -1.621 -2.850
H 1.538 0.976 3.751
H 5.856 0.200 2.477
H -2.224 -2.017 4.831
H -2.261 3.330 -3.333
H 0.508 0.223 2.661
H -2.941 -0.540 5.375
H 3.500 -1.136 -0.817
H -0.963 -2.048 -1.767
H -0.087 -6.056 -0.570
H -1.133 1.439 -2.198
H 1.634 -5.219 0.994
H 2.058 -0.550 -4.935
H 2.083 -2.799 1.158
H -3.759 4.539 0.506
H 2.508 1.881 -4.995
H -3.296 3.017 2.511
H 1.418 2.175 -0.867
H -3.570 4.947 -1.948

Record 4
13
Properties=species:S:1:pos:R:3 method="wB97M-V/def2-TZVPD" smiles=CC(C)(S)C#N relative_energy_kcal_mol=43.19 charge=0 multiplicity=1 lumo_energy_ev=0.60
S -1.407 -1.691 -0.744
N 1.655 -1.736 -2.518
C -0.121 1.000 -1.030
C 0.998 -1.287 -1.697
C -0.020 -0.519 -0.511
C 0.670 -0.613 0.749
H -0.056 -0.268 1.566
H -0.834 1.065 -1.837
H 1.548 0.044 0.599
H 1.072 -1.692 0.918
H -1.726 -1.741 0.474
H -0.420 1.605 -0.227
H 0.854 1.314 -1.424